# C2H5NO2S2

An isolated molecule of C2H5NO2S2 in a non-equilibrium geometry (ωB97M-V with the def2-TZVPD basis set, the Open Molecules 2025 dataset).

```
12
Properties=species:S:1:pos:R:3:lowdin_charge:R:1
C -0.44279 -0.55830 -0.15819 -0.37
C 0.40009 0.22348 0.85889 -0.27
N 0.35810 -1.28254 -1.11938 -0.58
O 1.84574 -0.38364 3.07681 -0.38
O -0.53545 -1.16943 2.78038 -0.39
S 0.94541 -2.69557 -0.67064 0.65
S 0.82208 -0.97084 2.18824 0.80
H -1.00734 -1.34242 0.43340 0.10
H -1.11176 0.13685 -0.66930 0.12
H 1.26329 0.47642 0.24775 0.09
H -0.14048 1.14694 1.14416 0.12
H 0.95073 -0.93312 -1.92492 0.10
```

Summary:
HOMO-LUMO gap (alpha / beta) in eV: 6.3 / 7.9
LUMO level (alpha / beta) in eV: -2.42 / -1.14
DFT total energy in a.u.: -1080.6992
Highest occupied orbital energy (alpha / beta) in eV: -8.672 / -9.064
Energy relative to the best compared isomer or geometry (same formula, charge and spin) in kJ/mol: 309.0